12
Properties=species:S:1:pos:R:3 method="wB97M-V/def2-TZVPD" e_above_lowest_kcal_mol=121.8 homo_energy_ev=-11.64 orbital_gap_ev=10.43 multiplicity=1
C -0.3199 0.3335 1.3321
C 2.4372 0.1189 -0.4275
N -0.4564 -0.5438 0.5817
O -3.4349 0.8962 1.5988
O -2.8596 0.1018 -0.5192
O -0.6845 -1.3822 -0.3517
S -2.6872 1.1327 0.4654
H 2.4030 0.4913 0.5252
H 3.5063 -0.0594 -0.8341
H 1.7161 -0.8032 -0.4408
H 1.9160 0.7224 -1.1718
H -1.5362 -1.0082 -0.7579



12
Properties=species:S:1:pos:R:3 method="wB97M-V/def2-TZVPD" e_above_lowest_kcal_mol=166.5 homo_energy_ev="-10.20 / -9.39" orbital_gap_ev="8.96 / 7.46" multiplicity=1
C -1.4732 0.7052 0.0832
N -0.4984 -0.0077 -0.7489
O -0.7327 -1.2581 -0.9094
H -2.4253 0.7560 -0.4418
H -1.6078 0.1796 1.0339
H -1.0903 1.7119 0.2477
C 1.0571 -0.3545 0.0210
O 1.3266 0.5460 0.9969
O 2.1023 -0.3051 -0.8399
O 0.7003 -1.5905 0.4803
H 1.7988 -0.6237 -1.7025
H 0.8425 0.2409 1.7795



12
Properties=species:S:1:pos:R:3 method="wB97M-V/def2-TZVPD" e_above_lowest_kcal_mol=212.1 homo_energy_ev=-9.43 orbital_gap_ev=8.47 multiplicity=1
C 0.5414 -0.8559 -1.2151
C -0.4684 -0.5336 -0.1365
O -1.6042 -0.9567 -0.0802
H 0.0355 -0.6419 1.0599
H 1.5073 -0.4027 -1.0123
H 0.6361 -1.9398 -1.2742
H 0.1576 -0.4755 -2.1618
O -0.4761 1.1341 0.1058
O 0.8395 1.6851 -0.0729
N -0.3790 0.2409 2.1537
O -1.4816 0.1519 2.4075
H 0.6918 2.5940 0.2261



10
Properties=species:S:1:pos:R:3 method="wB97M-V/def2-TZVPD" e_above_lowest_kcal_mol=56.5 homo_energy_ev=-8.14 orbital_gap_ev=9.08 multiplicity=1
C 2.9942 -0.7330 -0.0816
C -0.9446 0.5923 0.5449
N -0.5124 -0.5840 -0.1601
O 2.8762 -0.0519 -0.9375
S 0.0434 -2.0154 0.4044
H 1.0399 -1.6257 1.0077
H -0.7776 0.3961 1.6737
H -0.3614 1.4123 0.1324
H -2.0246 0.8810 0.2905
H -0.7508 -0.4909 -1.0819